# 1
Entry from the OMol25 dataset: a molecular structure, C36H31GeMoN3O2S (wB97M-V/def2-TZVPD).

The geometry in ORCA input format:
```
! wB97M-V def2-TZVPD RIJCOSX def2/J DEFGRID3
* xyz 0 1
Mo -1.75 1.19 -0.34
C -1.63 -6.33 -3.97
C -2.02 -4.97 -3.46
C -1.48 -4.46 -2.29
C -1.84 -3.20 -1.82
C -2.74 -2.44 -2.55
C -3.29 -2.93 -3.73
C -2.93 -4.19 -4.18
S -3.13 -0.79 -2.06
O -2.81 -0.75 -0.60
O -4.50 -0.53 -2.39
N -2.19 0.21 -2.81
C -0.80 0.00 -2.73
C -0.14 -0.85 -3.61
C 1.23 -0.98 -3.48
C 1.89 -0.26 -2.49
C 1.15 0.52 -1.62
N -0.19 0.60 -1.70
H -0.98 -6.84 -3.26
H -1.11 -6.26 -4.92
H -2.52 -6.95 -4.13
H -0.78 -5.06 -1.72
H -1.42 -2.80 -0.91
H -4.01 -2.32 -4.27
H -3.37 -4.58 -5.09
H -0.71 -1.36 -4.37
H 1.79 -1.63 -4.14
H 2.96 -0.32 -2.36
H 1.62 1.06 -0.81
C -1.51 5.87 -1.86
C -1.92 4.83 -2.69
C -1.93 3.54 -2.20
N -1.60 3.23 -0.93
C -1.21 4.25 -0.13
C -1.14 5.56 -0.56
H -1.47 6.89 -2.22
H -2.21 5.01 -3.71
H -2.22 2.71 -2.83
H -0.94 3.96 0.88
H -0.81 6.32 0.13
C -0.80 1.18 1.10
Ge 0.65 0.71 2.26
C 1.58 -0.79 1.41
C 0.82 -1.82 0.85
C 1.43 -2.86 0.17
C 2.82 -2.90 0.04
C 3.58 -1.88 0.60
C 2.97 -0.84 1.28
C 1.90 2.21 2.39
C 2.02 3.10 1.33
C 2.92 4.16 1.38
C 3.71 4.34 2.51
C 3.59 3.46 3.58
C 2.69 2.41 3.52
C 0.05 0.18 4.03
C 0.75 -0.77 4.77
C 0.33 -1.12 6.05
C -0.80 -0.53 6.59
C -1.51 0.41 5.86
C -1.09 0.76 4.59
H -0.26 -1.79 0.92
H 0.84 -3.65 -0.27
H 3.30 -3.71 -0.49
H 4.66 -1.90 0.51
H 3.57 -0.04 1.69
H 1.39 2.98 0.45
H 3.00 4.85 0.55
H 4.41 5.16 2.56
H 4.20 3.60 4.46
H 2.60 1.73 4.36
H 1.63 -1.25 4.35
H 0.89 -1.86 6.61
H -1.13 -0.81 7.59
H -2.40 0.86 6.28
H -1.66 1.48 4.02
*
```

Computed properties:
maximum force	0.99	eV/Å
energy relative to the best compared isomer or geometry (same formula, charge and spin)	25.2	kJ/mol
gap between HOMO and LUMO (spin up / spin down)	6.57 / 6.58	eV
highest occupied orbital energy (spin up / spin down)	-6.146 / -6.149	eV

# 2
Entry from the OMol25 dataset: a molecular structure, C36H31MnN3OS4 at a distorted geometry (wB97M-V/def2-TZVPD).

The geometry in ORCA input format:
```
! wB97M-V def2-TZVPD RIJCOSX def2/J DEFGRID3
* xyz 2 4
Mn 0.08 0.12 -0.02
C 2.87 -0.41 -1.09
N 2.29 0.40 0.00
C 2.79 1.78 -0.15
C 2.69 -0.11 1.34
C 1.64 0.23 2.36
C 1.92 0.32 3.71
C 0.90 0.59 4.62
C -0.40 0.78 4.18
C -0.69 0.71 2.82
C 0.33 0.42 1.94
H 3.96 -0.39 -1.03
H 2.57 0.00 -2.05
H 2.54 -1.44 -1.02
H 3.88 1.77 -0.13
H 2.43 2.41 0.67
H 2.47 2.21 -1.10
H 3.66 0.30 1.62
H 2.80 -1.20 1.28
H 2.93 0.19 4.06
H 1.13 0.66 5.68
H -1.20 0.99 4.88
H -1.71 0.88 2.49
N -0.01 1.93 -0.13
C -0.04 3.08 -0.15
C -0.03 4.48 -0.18
C -0.36 5.16 -1.37
C -0.31 6.53 -1.40
C 0.05 7.24 -0.26
C 0.38 6.57 0.92
C 0.34 5.20 0.97
H -0.65 4.59 -2.25
H -0.56 7.06 -2.31
H 0.08 8.32 -0.28
H 0.66 7.13 1.80
H 0.59 4.66 1.88
S -4.52 -0.06 -0.17
C -2.90 -0.44 0.17
N -2.00 0.18 -0.55
C -2.59 1.00 -1.51
C -1.96 1.72 -2.52
C -2.73 2.47 -3.38
C -4.12 2.52 -3.25
C -4.77 1.79 -2.28
C -3.99 1.02 -1.43
H -2.65 -1.14 0.95
H -0.89 1.66 -2.64
H -2.26 3.02 -4.18
H -4.70 3.13 -3.94
H -5.85 1.79 -2.20
O 0.16 -1.59 -0.07
C 0.22 -3.01 -0.11
C -0.61 -3.63 1.02
C -1.06 -4.91 1.13
C -1.71 -5.17 2.37
C -1.72 -4.10 3.19
S -0.93 -2.75 2.48
C 1.66 -3.50 0.09
C 2.62 -3.75 -0.85
C 3.86 -4.16 -0.28
C 3.81 -4.21 1.08
S 2.27 -3.79 1.69
C -0.34 -3.42 -1.47
C -1.18 -2.67 -2.24
C -1.60 -3.35 -3.42
C -1.08 -4.59 -3.51
S -0.05 -4.96 -2.20
H -0.94 -5.66 0.37
H -2.13 -6.13 2.63
H -2.15 -4.01 4.18
H 2.47 -3.66 -1.91
H 4.73 -4.42 -0.86
H 4.60 -4.50 1.76
H -1.49 -1.67 -1.99
H -2.27 -2.93 -4.15
H -1.21 -5.32 -4.30
*
```

Computed properties:
maximum force	2.71	eV/Å
energy relative to the best compared isomer or geometry (same formula, charge and spin)	81.7	kJ/mol
gap between HOMO and LUMO (spin up / spin down)	5.24 / 6.16	eV
highest occupied orbital energy (spin up / spin down)	-13.018 / -13.016	eV

# 3
Entry from the OMol25 dataset: a molecular structure, C36H32BN12O9PbSe2 at a distorted geometry (wB97M-V/def2-TZVPD).

The geometry in ORCA input format:
```
! wB97M-V def2-TZVPD RIJCOSX def2/J DEFGRID3
* xyz -2 2
Pb 0.20 -0.52 -0.01
C 4.45 0.37 1.47
C 3.53 -0.23 0.60
N 2.37 -0.41 1.20
N 2.50 0.04 2.47
C 3.74 0.53 2.65
B 1.32 0.09 3.47
N 0.46 -1.20 3.44
C 0.01 -1.88 4.51
C -0.86 -2.86 4.07
C -0.88 -2.70 2.68
N -0.09 -1.70 2.32
N 0.45 1.30 3.06
C 0.24 2.50 3.63
C -0.43 3.29 2.71
C -0.59 2.47 1.59
N -0.07 1.28 1.81
N 1.91 0.18 4.89
C 2.86 -0.66 5.35
C 3.07 -0.38 6.68
C 2.18 0.67 6.94
N 1.49 1.00 5.87
H 5.46 0.66 1.27
H 3.68 -0.55 -0.42
H 4.05 0.96 3.58
H 0.31 -1.63 5.51
H -1.39 -3.59 4.65
H -1.45 -3.24 1.95
H 0.57 2.71 4.63
H -0.74 4.32 2.83
H -1.03 2.71 0.63
H 3.31 -1.40 4.71
H 3.76 -0.85 7.35
H 2.01 1.19 7.87
O 3.55 -0.84 -2.99
C 2.57 -0.19 -2.62
O 1.43 -0.66 -2.30
C 2.70 1.34 -2.60
C 3.64 1.88 -3.42
C 3.76 3.28 -3.61
C 2.85 4.12 -2.99
C 1.88 3.60 -2.16
C 1.82 2.18 -1.81
O 1.12 1.79 -0.86
N 0.90 4.51 -1.65
O 1.22 5.69 -1.50
O -0.23 4.10 -1.41
N 4.75 3.82 -4.46
O 4.83 5.04 -4.59
O 5.52 3.05 -5.04
H 4.30 1.21 -3.96
H 2.86 5.18 -3.19
C -1.62 1.67 -4.05
C -1.05 0.84 -3.07
N -1.61 0.59 -1.91
C -2.80 1.18 -1.62
C -3.44 2.04 -2.55
C -2.81 2.27 -3.79
C -4.69 2.66 -2.24
C -5.28 2.47 -1.04
C -4.69 1.60 -0.08
C -5.31 1.37 1.16
C -4.73 0.50 2.04
C -3.54 -0.14 1.67
N -2.93 0.08 0.53
C -3.47 0.94 -0.35
H -1.10 1.82 -4.99
H -0.10 0.34 -3.24
H -3.28 2.92 -4.51
H -5.15 3.30 -2.99
H -6.22 2.95 -0.80
H -6.24 1.87 1.40
H -5.18 0.29 3.01
H -3.08 -0.85 2.34
O -0.51 -6.67 -2.27
C -0.36 -5.37 -2.85
C -1.09 -4.32 -2.02
C -1.08 -3.00 -2.83
O 0.11 -2.79 -3.55
C -2.53 -4.77 -1.77
Se -3.69 -3.42 -0.98
C -0.42 -4.17 -0.65
Se 1.32 -3.24 -0.59
H 0.20 -7.22 -2.61
H -0.76 -5.37 -3.88
H 0.69 -5.08 -2.89
H -1.31 -2.18 -2.15
H -1.89 -3.05 -3.57
H 0.71 -2.19 -3.05
H -2.55 -5.63 -1.10
H -3.00 -5.07 -2.71
H -0.27 -5.16 -0.21
H -1.10 -3.59 -0.01
*
```

Computed properties:
maximum force	1.13	eV/Å
energy relative to the best compared isomer or geometry (same formula, charge and spin)	151.9	kJ/mol
gap between HOMO and LUMO (spin up / spin down)	5.26 / 3.87	eV
highest occupied orbital energy (spin up / spin down)	-1.501 / -1.461	eV